This record from OMol25 describes C25H23BrN4O5ReS2 as an isolated structure in a non-equilibrium geometry. The level of theory is the ωB97M-V functional and the def2-TZVPD basis.

Element x y z (Å)
Re1 -1.40 0.66 0.20
Br1 5.78 -7.80 1.27
C1 5.10 -6.64 -0.01
C2 5.97 -6.02 -0.90
C3 5.46 -5.16 -1.85
C4 4.08 -4.90 -1.87
C5 3.20 -5.56 -1.00
C6 3.72 -6.43 -0.07
N1 3.68 -3.99 -2.83
N2 2.51 -3.61 -2.89
C7 1.48 -2.97 -2.42
C8 0.15 -3.33 -2.86
C9 -0.96 -2.69 -2.38
C10 -0.81 -1.60 -1.48
O1 -1.80 -0.88 -0.99
C11 0.48 -1.20 -1.08
N3 0.47 -0.11 -0.25
C12 1.68 0.37 0.14
C13 2.87 -0.15 -0.32
C14 2.88 -1.25 -1.19
C15 1.67 -1.81 -1.55
H1 7.03 -6.22 -0.85
H2 6.09 -4.66 -2.57
H3 2.13 -5.41 -1.08
H4 3.07 -6.96 0.61
H5 0.08 -4.16 -3.55
H6 -1.95 -2.98 -2.68
H7 1.67 1.19 0.84
H8 3.79 0.30 -0.01
H9 3.82 -1.62 -1.58
N4 -1.26 -0.09 2.16
C16 -1.05 1.24 2.71
C17 -1.32 1.63 4.01
C18 -1.15 2.97 4.34
C19 -0.74 3.90 3.40
C20 -0.46 3.49 2.10
C21 -0.61 2.17 1.77
S1 -0.52 5.65 3.75
O2 -0.99 5.79 5.10
O3 -1.36 6.21 2.71
O4 0.90 5.79 3.53
H10 -0.53 -0.76 2.41
H11 -2.14 -0.50 2.47
H12 -1.67 0.91 4.74
H13 -1.36 3.34 5.34
H14 -0.13 4.24 1.40
H15 -0.28 2.01 0.71
O5 -3.17 1.73 0.52
S2 -2.95 2.28 -0.93
C22 -2.93 4.08 -0.80
C23 -4.12 4.55 -1.63
C24 -5.21 3.51 -1.44
C25 -4.56 2.16 -1.73
H16 -1.95 4.46 -1.10
H17 -3.06 4.24 0.28
H18 -3.84 4.62 -2.68
H19 -4.42 5.55 -1.31
H20 -6.06 3.66 -2.11
H21 -5.59 3.53 -0.41
H22 -4.38 2.00 -2.79
H23 -5.04 1.28 -1.31

Computed properties:
Total charge   +2
Gap between HOMO and LUMO (spin up / spin down)   3.41 / 3.65 eV
HOMO level (spin up / spin down)   -0.4389 / -0.4388 Ha
2S+1   2
Energy above the lowest of the compared OMol25 structures with the same formula, charge and spin   22.28 kcal/mol
Energy   -136317.9878 eV
Largest force on an atom   1.21 eV/A

Atomic partial charges in e from the Mulliken method, atoms 1 to 2:
1. Re 1.435
2. Br -0.045

This record from OMol25 describes C25H23Cl12F5NO7PS as an isolated structure in a non-equilibrium geometry. The level of theory is the ωB97M-V functional and the def2-TZVPD basis.

Element x y z (Å)
N1 -1.54 0.59 3.67
P1 -2.83 0.30 2.47
O1 -4.09 -0.61 3.32
C1 -2.20 -0.79 1.00
C2 -1.67 -2.36 1.23
C3 -1.62 -3.08 2.73
C4 -0.07 -3.16 3.34
C5 0.87 -2.03 2.59
O2 2.14 -1.84 3.36
C6 -1.15 -3.21 -0.11
C7 -0.56 -4.74 -0.07
C8 -1.55 -5.85 0.61
O3 -1.18 -7.16 0.00
C9 -1.18 -2.48 -1.62
C10 -1.70 -0.94 -1.84
C11 -2.20 -0.10 -0.49
C12 -2.66 1.48 -0.80
O4 -3.69 2.09 -0.20
C13 -1.69 2.26 -1.91
C14 -1.22 3.82 -1.67
C15 -0.23 4.51 -2.79
S1 0.35 6.30 -2.46
O5 -0.78 7.22 -1.92
O6 0.99 6.88 -3.78
C16 1.82 6.12 -1.26
F1 2.42 4.76 -1.53
F2 2.92 7.09 -1.58
C17 1.40 6.26 0.32
F3 1.43 7.66 0.84
F4 2.46 5.53 1.10
F5 0.12 5.61 0.69
C18 0.28 3.66 -4.14
C19 -0.19 2.08 -4.40
C20 -1.17 1.42 -3.26
C21 -1.71 -0.16 -3.32
O7 -2.14 -0.73 -4.45
H1 -0.63 0.84 3.22
H2 -1.83 1.48 4.18
H3 -4.37 -0.01 4.09
H4 -2.14 -4.14 2.75
H5 -2.22 -2.42 3.52
H6 -0.08 -2.94 4.51
H7 0.37 -4.24 3.14
H8 0.38 -0.97 2.52
H9 1.16 -2.35 1.48
H10 2.42 -0.88 3.15
H11 0.53 -4.70 0.41
H12 -0.38 -5.10 -1.20
H13 -2.71 -5.61 0.48
H14 -1.26 -5.94 1.76
H15 -1.53 -7.92 0.59
H16 -0.80 -3.06 -2.58
H17 -1.63 4.35 -0.70
H18 1.01 4.20 -4.91
H19 0.17 1.45 -5.34
C22 4.03 4.14 -4.56
Cl1 5.19 3.14 -3.66
Cl2 2.45 3.35 -4.60
Cl3 3.90 5.75 -3.84
H20 4.39 4.25 -5.58
C23 -0.02 -10.80 1.91
Cl4 1.04 -11.29 3.24
Cl5 -1.32 -9.76 2.50
Cl6 0.92 -9.97 0.65
H21 -0.46 -11.70 1.47
C24 7.84 4.99 -5.63
Cl7 9.46 5.60 -5.26
Cl8 6.90 6.20 -6.52
Cl9 7.93 3.48 -6.55
H22 7.32 4.79 -4.69
C25 -4.89 -0.15 7.39
Cl10 -3.27 0.46 7.76
Cl11 -5.83 1.07 6.50
Cl12 -4.80 -1.66 6.47
H23 -5.41 -0.35 8.33

Computed properties:
Total charge   0
Gap between HOMO and LUMO   5.91 eV
HOMO level   -0.2978 Ha
Energy   -226072.7142 eV
Largest force on an atom   8.56 eV/A

Atomic partial charges in e from the Mulliken method, atoms 1 to 2:
1. N -0.615
2. P 0.489

This record from OMol25 describes C25H23Cl5N2O7PdSe2 as an isolated structure in a non-equilibrium geometry. The level of theory is the ωB97M-V functional and the def2-TZVPD basis.

Element x y z (Å)
Pd1 -0.09 -1.38 0.57
O1 2.02 -5.60 -1.64
C1 2.65 -4.34 -1.52
C2 3.05 -4.08 -0.06
C3 4.09 -5.15 0.37
O2 3.53 -6.42 0.52
C4 3.73 -2.71 0.02
Se1 2.57 -1.24 -0.61
C5 1.82 -4.19 0.86
Se2 1.30 -2.64 1.97
H1 1.44 -5.60 -2.40
H2 1.97 -3.54 -1.85
H3 3.55 -4.30 -2.15
H4 4.51 -4.89 1.35
H5 4.90 -5.16 -0.37
H6 3.04 -6.63 -0.28
H7 4.63 -2.68 -0.59
H8 4.00 -2.49 1.06
H9 1.98 -5.01 1.56
H10 0.94 -4.44 0.26
C6 -2.99 3.70 1.29
O3 -1.62 3.98 1.09
C7 -1.25 5.24 0.78
C8 -2.12 6.30 0.56
C9 -1.64 7.56 0.27
C10 -0.28 7.81 0.23
C11 0.61 6.78 0.48
C12 0.15 5.49 0.75
N1 1.04 4.48 1.06
C13 0.95 3.16 0.72
C14 0.47 2.68 -0.50
C15 0.06 3.46 -1.60
C16 -0.26 2.89 -2.81
C17 -0.19 1.51 -3.00
C18 0.19 0.70 -1.95
C19 0.50 1.24 -0.69
O4 0.84 0.49 0.31
H11 -3.02 2.67 1.65
H12 -3.55 3.76 0.35
H13 -3.43 4.37 2.03
H14 -3.19 6.13 0.62
H15 -2.34 8.37 0.09
H16 0.10 8.79 0.00
H17 1.67 6.96 0.47
H18 1.84 4.75 1.61
H19 1.38 2.46 1.41
H20 0.02 4.54 -1.49
H21 -0.57 3.53 -3.63
H22 -0.42 1.08 -3.96
H23 0.24 -0.38 -2.08
Cl1 -1.69 -2.08 3.21
C20 -2.15 -3.04 1.86
C21 -1.35 -2.90 0.73
C22 -1.69 -3.59 -0.42
Cl2 -0.70 -3.23 -1.77
C23 -2.78 -4.45 -0.46
Cl3 -3.17 -5.30 -1.90
C24 -3.56 -4.60 0.69
Cl4 -4.92 -5.64 0.67
C25 -3.25 -3.88 1.85
Cl5 -4.24 -4.02 3.25
O5 -3.34 0.81 -0.02
N2 -2.35 0.21 0.30
O6 -1.82 -0.61 -0.51
O7 -1.81 0.33 1.40

Computed properties:
Total charge   0
Gap between HOMO and LUMO (spin up / spin down)   5.56 / 5.96 eV
HOMO level (spin up / spin down)   -0.2911 / -0.2983 Ha
Energy above the lowest of the compared OMol25 structures with the same formula, charge and spin   78.63 kcal/mol
Energy   -240388.7924 eV
Largest force on an atom   2.18 eV/A

Atomic partial charges in e from the Mulliken method, atoms 1 to 2:
1. Pd 0.655
2. O -0.608

This record from OMol25 describes C25H23ClN2PY as an isolated structure in a non-equilibrium geometry. The level of theory is the ωB97M-V functional and the def2-TZVPD basis.

Element x y z (Å)
Y1 -1.09 0.27 0.67
Cl1 -1.90 -2.46 0.88
P1 0.87 -0.18 -0.97
C1 2.51 0.40 -0.34
C2 3.22 1.41 -1.01
C3 4.47 1.82 -0.52
C4 4.91 1.31 0.71
C5 4.13 0.43 1.47
C6 2.90 0.01 0.97
C7 1.11 -2.01 -1.20
C8 0.02 -2.73 -1.74
C9 0.09 -4.11 -1.85
C10 1.23 -4.78 -1.38
C11 2.27 -4.09 -0.74
C12 2.19 -2.70 -0.61
C13 0.72 0.40 -2.70
C14 -0.46 1.08 -3.10
C15 -0.53 1.62 -4.38
C16 0.56 1.42 -5.25
C17 1.72 0.71 -4.88
C18 1.79 0.19 -3.58
H1 -0.90 -2.21 -2.03
H2 -0.74 -4.66 -2.32
H3 1.32 -5.86 -1.51
H4 3.18 -4.59 -0.37
H5 2.99 -2.16 -0.10
H6 2.85 1.81 -1.97
H7 5.06 2.52 -1.13
H8 5.88 1.64 1.08
H9 4.50 0.03 2.42
H10 2.28 -0.70 1.55
H11 -1.28 1.25 -2.38
H12 -1.41 2.18 -4.70
H13 0.50 1.82 -6.26
H14 2.58 0.56 -5.55
H15 2.69 -0.34 -3.23
H16 -0.08 1.96 0.88
H17 -0.87 2.10 -0.09
N1 -5.26 0.69 2.15
C19 -4.25 0.57 1.20
N2 -3.04 0.85 1.77
C20 -3.25 1.01 3.15
C21 -2.26 1.25 4.14
C22 -2.77 1.55 5.44
C23 -4.16 1.56 5.67
C24 -5.13 1.28 4.65
C25 -4.59 0.97 3.39
H18 -6.22 0.60 1.94
H19 -4.40 0.26 0.15
H20 -1.20 1.21 3.87
H21 -2.07 1.77 6.28
H22 -4.51 1.80 6.69
H23 -6.20 1.28 4.75

Computed properties:
Total charge   +2
Gap between HOMO and LUMO (spin up / spin down)   4.00 / 4.00 eV
HOMO level (spin up / spin down)   -0.5208 / -0.5208 Ha
Energy   -52115.0099 eV
Largest force on an atom   8.26 eV/A

Atomic partial charges in e from the Mulliken method, atoms 1 to 2:
1. Y 0.250
2. Cl -0.497